# 1
Below is a cluster of 14 separate species, C55H59Cl4NO34 in total in a non-equilibrium geometry, with properties calculated with wB97M-V/def2-TZVPD.

Multiplicity   1
HOMO energy   -5.6454 eV
Net charge   0
Frontier orbital gap   2.11 eV
Molar mass   1419.862 Da

Structure (XYZ):
```
153
C55H59Cl4NO34 | the OMol25 dataset | wB97M-V/def2-TZVPD
C -1.97 0.01 2.62
C -1.14 -0.67 1.54
C -2.04 -1.72 0.77
C -2.72 -1.19 -0.44
C -1.84 -0.41 -1.46
C -1.10 0.76 -0.72
N -0.44 0.36 0.62
O 0.61 1.16 1.09
C -2.01 1.98 -0.39
C -0.02 1.16 -1.71
C -0.04 -1.57 2.25
H -2.61 0.74 2.13
H -1.31 0.45 3.36
H -2.58 -0.72 3.15
H -2.66 -2.16 1.55
H -1.39 -2.50 0.37
H -3.53 -0.54 -0.13
H -3.07 -2.10 -0.92
H -2.32 -0.04 -2.36
H -1.07 -0.97 -1.99
H -3.01 1.72 -0.02
H -2.23 2.35 -1.39
H -1.54 2.77 0.19
H 0.62 1.99 -1.40
H -0.36 1.40 -2.71
H 0.78 0.42 -1.69
H -0.45 -2.33 2.92
H 0.69 -0.98 2.80
H 0.70 -2.10 1.65
C -6.53 -1.78 -0.53
C -6.02 -2.82 0.43
O -5.40 -2.51 1.46
O -6.27 -4.04 0.30
H -7.11 -1.05 0.03
H -7.16 -2.18 -1.33
H -5.74 -1.18 -0.99
C 3.87 1.96 0.22
C 4.92 1.10 0.46
C 6.13 1.49 1.20
O 7.07 0.75 1.36
C 6.07 2.78 1.80
C 5.08 3.65 1.62
C 3.80 3.32 0.80
O 2.89 4.04 0.61
O 5.07 4.82 2.28
O 4.91 -0.14 -0.17
H 3.03 1.57 -0.33
H 6.84 3.06 2.50
H 4.26 5.31 2.13
H 5.81 -0.46 -0.25
C 3.30 0.67 3.82
C 3.67 -0.44 4.48
C 4.23 -0.59 5.82
O 4.42 -1.62 6.44
C 4.52 0.71 6.35
C 4.23 1.89 5.77
C 3.41 2.01 4.42
O 2.91 3.01 3.89
O 4.65 3.07 6.36
O 3.29 -1.64 3.89
H 2.79 0.61 2.87
H 4.93 0.68 7.34
H 4.47 3.68 5.65
H 3.51 -2.31 4.54
C 1.31 -3.66 6.94
C 0.85 -4.78 7.53
C -0.50 -5.31 7.32
O -0.90 -6.37 7.73
C -1.34 -4.44 6.45
C -0.83 -3.31 5.80
C 0.48 -2.74 6.12
O 0.86 -1.65 5.72
O -1.67 -2.49 5.00
O 1.57 -5.58 8.35
H 2.28 -3.28 7.22
H -2.33 -4.78 6.20
H -2.54 -2.88 4.88
H 0.94 -6.05 8.91
C -3.25 1.00 -8.08
C -3.89 2.19 -7.93
C -3.65 3.13 -6.74
O -4.15 4.24 -6.55
C -2.87 2.53 -5.65
C -2.29 1.29 -5.81
C -2.39 0.45 -7.05
O -1.67 -0.57 -7.18
O -1.54 0.74 -4.85
O -4.43 2.78 -9.08
H -3.37 0.41 -8.98
H -2.81 3.07 -4.72
H -1.11 -0.09 -5.06
H -4.46 3.73 -8.94
C 2.94 -1.94 -2.60
C 4.07 -2.59 -3.06
C 4.91 -3.48 -2.24
O 5.92 -4.08 -2.68
C 4.50 -3.44 -0.83
C 3.45 -2.76 -0.37
C 2.45 -2.05 -1.22
O 1.37 -1.72 -0.76
O 3.15 -2.69 0.97
O 4.30 -2.66 -4.40
H 2.38 -1.38 -3.33
H 5.21 -3.93 -0.19
H 3.97 -2.41 1.39
H 5.10 -3.18 -4.49
C 1.52 -5.47 -0.99
C 1.82 -5.63 -2.28
C 0.87 -5.35 -3.43
O 1.07 -5.46 -4.67
C -0.39 -4.93 -2.96
C -0.79 -4.88 -1.69
C 0.22 -5.04 -0.53
O -0.11 -4.91 0.65
O -2.05 -4.63 -1.35
O 2.95 -6.17 -2.71
H 2.15 -5.80 -0.18
H -1.07 -4.84 -3.79
H -2.10 -4.89 -0.43
H 3.19 -5.85 -3.58
C 0.78 6.82 -3.92
C 0.15 6.00 -3.04
C -1.16 5.43 -3.32
O -1.68 4.78 -2.43
C -1.67 5.79 -4.67
C -1.01 6.64 -5.50
C 0.32 7.20 -5.21
O 0.97 7.94 -5.89
O -1.51 7.08 -6.72
O 0.72 5.66 -1.79
H 1.68 7.32 -3.59
H -2.62 5.50 -5.10
H -0.87 7.60 -7.20
H 0.05 5.17 -1.31
O 0.14 4.47 0.63
H 1.08 4.63 0.65
H -0.08 4.18 1.51
O 0.37 1.13 5.65
H 0.65 1.31 6.55
H 0.79 0.29 5.43
O 0.27 2.66 3.26
H 0.04 2.15 4.03
H 1.10 3.07 3.48
C -5.11 -1.15 -4.12
Cl -5.05 0.52 -3.32
Cl -3.73 -2.18 -3.70
H -6.00 -1.66 -3.75
H -5.24 -1.16 -5.20
C -6.49 2.71 1.58
Cl -7.99 1.78 2.06
Cl -5.25 1.53 1.27
H -6.56 3.23 0.62
H -6.22 3.41 2.37
```

These are the Löwdin partial charges, in e, on atoms 1 to 2: C 0.02; C -0.35


# 2
Below is the ion C7H13NO3P with charge -1 in a non-equilibrium geometry, with properties calculated with wB97M-V/def2-TZVPD.

Multiplicity   1
HOMO energy   -3.9129 eV
Net charge   -1
Frontier orbital gap   7.32 eV
Energy relative to the best compared isomer or geometry (same formula, charge and spin)   1.393 eV
Molar mass   190.159 Da

Structure (XYZ):
```
25
C7H13NO3P | the OMol25 dataset | wB97M-V/def2-TZVPD
C 4.49 0.73 -0.07
C 5.26 -0.56 -0.08
C -2.15 1.26 0.28
C -1.02 -0.16 1.79
C -0.30 -0.10 -0.59
C 1.11 0.16 -0.92
C -0.82 0.76 0.67
N 3.07 -1.63 -0.42
O 5.82 -1.12 0.83
O 5.16 1.67 -0.51
O 3.26 0.91 0.29
P 2.26 -0.57 0.44
H 5.57 -0.81 -1.16
H -2.02 2.00 -0.51
H -2.71 1.65 1.12
H -2.78 0.43 0.02
H -1.49 0.38 2.60
H -0.12 -0.54 2.17
H -1.69 -1.00 1.45
H -0.42 -1.15 -0.47
H -0.91 0.38 -1.36
H 1.25 1.18 -0.88
H 1.34 -0.17 -1.86
H -0.13 1.69 0.64
H 3.40 -2.36 0.13
```

These are the Löwdin partial charges, in e, on atoms 1 to 2: C -0.59; C -0.30


# 3
Below is a structure of composition C8H17N2O2SSr in a non-equilibrium geometry, with properties calculated with wB97M-V/def2-TZVPD.

Multiplicity   1
HOMO energy   -9.4041 eV
Net charge   +1
Frontier orbital gap   2.31 eV
Molar mass   292.923 Da

Structure (XYZ):
```
31
C8H17N2O2SSr | the OMol25 dataset | wB97M-V/def2-TZVPD
N 3.22 -0.64 1.18
C 3.34 -0.09 -0.23
C 2.21 1.06 -0.57
C 0.81 0.38 -1.10
C -0.48 0.75 -0.10
N -0.51 2.29 -0.08
C -1.80 0.08 -0.81
C -3.07 -0.17 0.18
C -3.68 -1.67 -0.14
S -2.49 -3.08 0.16
C -0.09 0.14 1.37
O -0.13 -1.19 1.68
O 0.29 1.12 2.44
H 4.08 -1.22 1.45
H 2.44 -1.35 1.22
H 3.16 -1.01 -0.96
H 4.42 0.32 -0.39
H 2.06 1.75 0.40
H 2.59 1.77 -1.43
H 0.56 0.58 -2.22
H 0.97 -0.80 -0.99
H -1.08 2.63 0.76
H -0.95 2.66 -0.97
H -2.16 0.84 -1.66
H -1.44 -0.89 -1.40
H -3.92 0.61 -0.14
H -2.88 0.04 1.32
H -3.97 -1.68 -1.30
H -4.68 -1.91 0.43
H -2.13 -3.15 1.53
Sr 5.32 1.83 0.38
```

These are the Löwdin partial charges, in e, on atoms 1 to 2: N -0.01; C -0.36


# 4
Below is a cluster of 2 separate species, C5H14N2 in total in a non-equilibrium geometry, with properties calculated with wB97M-V/def2-TZVPD.

Multiplicity   1
HOMO energy   -8.5224 eV
Net charge   0
Frontier orbital gap   9.66 eV
Structure (SMILES)   C=CC.CCNN
Energy relative to the best compared isomer or geometry (same formula, charge and spin)   3.036 eV
Molar mass   102.181 Da

Structure (XYZ):
```
21
C5H14N2 | the OMol25 dataset | wB97M-V/def2-TZVPD
C -1.05 -0.49 1.46
C -0.37 0.69 1.48
C 0.97 0.84 2.14
H -0.63 -1.36 1.94
H -2.13 -0.49 1.36
H -0.92 1.62 1.35
H 1.47 -0.12 2.26
H 0.87 1.29 3.13
H 1.63 1.49 1.55
C 1.65 -0.51 -1.28
C 0.26 0.11 -1.39
N -0.75 -0.89 -1.31
N -2.04 -0.42 -1.69
H 2.41 0.27 -1.31
H 1.83 -1.21 -2.09
H 1.74 -1.04 -0.33
H 0.12 0.78 -0.44
H 0.17 0.71 -2.30
H -0.86 -1.04 -0.17
H -2.26 -0.81 -2.60
H -2.11 0.59 -1.74
```

These are the Löwdin partial charges, in e, on atoms 1 to 2: C -0.06; C -0.26


# 5
Below is a structure of composition C41H39BClN10O7PS2W in a non-equilibrium geometry, with properties calculated with wB97M-V/def2-TZVPD.

Multiplicity   2
HOMO energy (alpha / beta)   -9.8745 / -9.8898 eV
Net charge   +1
Frontier orbital gap (alpha / beta)   3.77 / 4.30 eV
Molar mass   1109.039 Da
<S²>   0.763

Structure (XYZ):
```
103
C41H39BClN10O7PS2W | the OMol25 dataset | wB97M-V/def2-TZVPD
W 0.39 1.15 -0.47
C -2.56 3.53 -1.48
C -2.03 3.45 -0.09
C -2.48 4.30 0.93
C -1.84 3.87 2.07
N -1.05 2.83 1.75
N -1.13 2.58 0.41
B -0.20 1.89 2.60
N -0.60 0.44 2.23
C -1.27 -0.43 3.00
C -1.23 -1.66 2.39
C -0.51 -1.47 1.21
C -0.19 -2.52 0.22
N -0.15 -0.17 1.12
N 1.26 2.16 2.20
C 2.18 2.70 3.01
C 3.30 2.99 2.27
C 2.99 2.59 0.96
C 3.95 2.73 -0.17
N 1.74 2.08 0.93
N -0.29 1.95 4.10
C -0.95 2.65 5.06
C -0.55 2.19 6.28
C 0.39 1.18 6.00
C 1.15 0.37 6.98
N 0.52 1.05 4.70
H -3.57 3.93 -1.44
H -2.59 2.55 -1.96
H -1.95 4.20 -2.09
H -3.17 5.10 0.83
H -1.91 4.25 3.07
H -1.72 -0.15 3.93
H -1.64 -2.58 2.75
H -1.01 -3.24 0.16
H 0.70 -3.07 0.54
H -0.01 -2.11 -0.77
H 2.01 2.85 4.06
H 4.22 3.42 2.60
H 4.94 2.87 0.25
H 3.71 3.62 -0.76
H 3.94 1.87 -0.83
H -1.67 3.41 4.82
H -0.88 2.53 7.24
H 0.76 0.53 7.98
H 2.20 0.65 6.97
H 1.10 -0.69 6.74
O 1.28 3.82 -3.25
Cl 0.99 3.11 -2.09
O 0.91 3.94 -0.95
O -0.24 2.39 -2.20
O 1.97 2.09 -1.84
S -0.81 -1.94 -3.76
P -2.33 -1.17 -2.69
S -1.88 0.14 -1.19
C -3.22 -2.56 -1.92
C -3.52 -2.58 -0.56
C -4.20 -3.67 -0.04
C -4.55 -4.73 -0.86
C -4.25 -4.70 -2.21
C -3.59 -3.61 -2.75
C -3.57 -0.34 -3.73
C -4.65 0.26 -3.10
C -5.66 0.82 -3.86
C -5.58 0.79 -5.24
C -4.48 0.23 -5.87
C -3.47 -0.34 -5.12
H -3.22 -1.75 0.07
H -4.44 -3.70 1.01
H -5.07 -5.58 -0.44
H -4.52 -5.53 -2.84
H -3.36 -3.57 -3.80
H -4.70 0.26 -2.02
H -6.51 1.28 -3.37
H -6.38 1.21 -5.83
H -4.42 0.22 -6.94
H -2.61 -0.79 -5.60
N 2.83 -2.56 5.55
C 3.11 -2.20 4.50
C 3.42 -1.74 3.20
C 4.55 -2.16 2.50
C 4.76 -1.63 1.24
C 3.83 -0.74 0.73
N 2.73 -0.37 1.38
C 2.54 -0.84 2.59
H 5.24 -2.86 2.94
H 5.62 -1.91 0.65
H 3.97 -0.29 -0.24
H 1.67 -0.48 3.14
O 2.78 -2.84 -1.06
C 3.17 -2.51 -2.31
C 4.08 -3.33 -2.97
C 4.54 -3.00 -4.23
C 4.06 -1.86 -4.87
C 3.11 -1.07 -4.26
C 2.66 -1.37 -2.97
C 1.65 -0.51 -2.34
O 0.75 0.07 -2.96
O 1.67 -0.42 -1.05
H 2.27 -2.08 -0.71
H 4.42 -4.23 -2.47
H 5.27 -3.62 -4.72
H 4.43 -1.60 -5.85
H 2.70 -0.20 -4.75
```

These are the Löwdin partial charges, in e, on atoms 1 to 2: W 1.88; C -0.03